A molecular structure, C43H57N6O2P2SSi2Ta at a distorted geometry, computed with ωB97M-V/def2-TZVPD.

```
! wB97M-V def2-TZVPD RIJCOSX def2/J DEFGRID3
* xyz 2 1
C 1.497 2.903 3.401
N 2.713 0.806 2.980
C -4.686 -2.881 -2.315
H 2.064 6.691 -0.574
C 2.158 -1.218 -2.171
C -0.695 -0.330 3.923
H -5.035 -3.280 -0.236
H -0.747 -0.863 4.878
C -3.050 4.390 -2.661
C -1.977 4.289 -1.784
C -0.599 1.160 4.208
O 1.136 2.127 0.366
H -5.573 1.090 0.897
H -1.420 5.175 -1.507
H 3.532 0.423 2.524
H 5.096 -2.823 -2.726
H -2.396 -5.344 -1.967
P 0.540 -1.428 -1.394
C -0.125 0.149 -1.308
H 0.420 -5.261 -0.271
H 1.326 -1.664 4.800
C -2.336 1.911 -1.610
N -1.714 0.460 0.758
H 5.585 -0.698 -3.895
O 2.363 0.131 0.392
H -4.687 0.570 -0.521
H -3.553 -0.995 2.805
H -1.598 1.526 4.447
H 3.348 -0.241 4.725
H 0.741 -2.197 -4.135
H 2.933 -3.167 -1.657
C 3.667 0.156 -3.457
C -1.414 -4.779 -3.790
N 2.363 2.166 -0.072
N 0.386 -0.869 3.085
C 1.614 -1.162 3.871
Ta 0.367 0.165 0.805
C -4.487 -2.686 -0.955
H 3.425 -3.458 2.299
H 3.846 -3.301 0.602
H 1.476 3.904 2.971
C 4.152 3.471 -1.113
H 0.512 -5.005 2.397
C 2.439 0.069 4.201
C -1.137 -3.635 -1.696
C -2.899 -0.943 -1.446
H 1.310 3.020 4.468
H -2.672 3.003 3.153
C -3.411 2.019 -2.488
C 2.127 4.568 -0.322
H -4.046 3.358 2.120
H 3.868 1.081 -3.983
H -3.996 1.152 -2.757
C -3.828 0.056 2.915
H -1.366 -3.540 -0.643
H -2.409 3.504 1.484
H 5.624 4.761 -1.964
H -4.919 0.097 2.931
C 0.403 -3.918 2.366
H -0.312 -3.989 -5.455
C 0.045 -2.877 -3.660
C 3.894 5.857 -1.322
C -3.074 -1.171 -2.813
C -1.714 -4.649 -2.440
C -4.668 1.269 0.309
C 4.645 4.703 -1.510
N 3.070 1.128 -0.054
H -4.727 2.275 -0.106
C 2.642 5.791 -0.729
H -1.616 -0.530 3.390
C 4.354 -2.036 -2.755
H 1.152 4.494 0.138
C 2.437 -0.028 -2.839
H 3.530 2.538 3.936
H 0.055 -1.768 2.743
H -4.596 3.329 -3.701
C 4.628 -0.841 -3.411
C -3.969 -2.136 -3.243
P -1.771 0.339 -0.918
H -5.402 -3.618 -2.654
C -3.049 2.909 2.136
C 1.385 -4.755 -0.279
H 3.348 -1.877 1.491
H -0.669 -3.715 2.275
H 1.633 -4.568 -1.321
Si 1.393 -3.315 0.895
S 0.000 2.080 2.782
H -4.112 -2.305 -4.302
C -1.616 3.056 -1.269
H -3.505 0.396 3.900
H 2.128 -5.454 0.121
H -2.515 -0.595 -3.542
H 0.752 -3.570 3.340
H 1.681 0.746 -2.885
C -0.246 -2.753 -2.300
H -3.442 -1.563 0.541
H -0.761 2.987 -0.607
H 4.288 6.812 -1.643
H 0.031 1.405 5.059
C 2.852 2.241 3.126
C 3.125 -2.225 -2.147
H 4.720 2.564 -1.263
H -3.326 5.352 -3.071
H 3.281 2.636 2.207
H 2.219 -1.856 3.294
C 2.898 3.438 -0.526
C -0.543 -3.889 -4.403
Si -3.255 1.167 1.522
H -1.857 -5.581 -4.366
C -3.762 3.255 -3.016
N 0.599 -1.814 0.246
C 3.159 -2.944 1.371
H 1.898 0.710 4.896
C -3.588 -1.723 -0.521
*
```

Output
energy above the lowest of the compared OMol25 structures with the same formula, charge and spin = 150.6 kJ/mol

Atomic partial charges in e from the Mulliken method, atoms 1 to 6: -1.16 0.04 -0.92 0.45 0.22 -0.58

=====

C4H9N in the gas phase at a distorted geometry, computed with ωB97M-V/def2-TZVPD.

```
! wB97M-V def2-TZVPD RIJCOSX def2/J DEFGRID3
* xyz 0 1
H 1.309 1.162 -1.402
N 0.925 1.561 0.592
H -0.708 -1.005 2.156
H 1.745 1.055 0.917
C -1.120 -1.512 1.293
H 1.068 -1.170 -0.646
H -1.874 -0.660 -0.387
H -1.848 -2.288 1.447
H -0.007 -0.636 -1.858
C 0.465 1.012 -0.706
C -0.934 -1.015 0.052
H -0.453 1.519 -1.010
C 0.191 -0.508 -0.775
H 1.242 2.485 0.327
*
```

Output
structure (SMILES) = C=CCCN
energy above the lowest of the compared OMol25 structures with the same formula, charge and spin = 251.6 kJ/mol

Atomic partial charges in e from the Mulliken method, atoms 1 to 6: 0.30 -0.62 0.27 0.23 -0.61 0.38

=====

8 unconnected molecules or ions with the total composition C30H41BNO24S at a distorted geometry, computed with ωB97M-V/def2-TZVPD.

```
! wB97M-V def2-TZVPD RIJCOSX def2/J DEFGRID3
* xyz 1 1
H -3.504 0.422 -2.824
H -0.666 2.761 2.512
H -3.990 -1.169 -2.224
H 3.735 3.238 -1.399
C 0.229 1.612 0.967
H 9.506 -0.964 -3.114
C -0.594 2.775 1.430
O 6.630 4.569 -0.129
H 9.815 1.643 4.283
H 8.688 0.671 2.367
C 8.972 0.439 -1.525
O 7.605 -1.231 -2.305
H 6.204 5.412 -0.316
C -10.065 -4.445 4.217
C 3.687 4.272 1.817
C -8.431 -3.369 0.990
H -4.037 -5.861 -3.017
O -5.465 2.103 0.038
S 1.614 4.884 3.514
O -3.723 -4.522 -4.560
C -10.768 -6.569 4.500
H 1.892 0.847 1.322
C -5.654 -4.436 -3.318
C 7.003 -0.639 -1.257
H 2.474 5.854 3.848
H -6.054 -4.719 -2.352
H -6.846 -1.936 1.437
O 7.709 0.443 -0.842
H -8.497 -3.598 2.057
C -4.718 1.330 -0.464
O 12.795 1.559 1.848
H 7.467 2.653 1.626
O -9.925 -5.697 3.735
O -4.918 -3.207 -3.225
H 9.288 1.454 -1.747
H 9.718 -0.033 -0.886
C -0.086 3.732 -4.018
C -4.601 -5.396 -3.826
C 4.262 3.859 0.611
C 6.469 2.455 1.250
O 1.131 1.137 1.845
H -1.574 2.636 0.991
H 10.090 -0.070 4.663
C -11.812 -5.610 5.034
H 4.336 4.479 2.655
O 5.987 -0.997 -0.753
B 5.848 3.686 0.525
O -9.376 -3.525 3.903
H -4.999 -6.170 -4.474
C -7.188 -2.581 0.633
O -5.040 0.458 -1.443
C 1.489 4.075 0.884
H -0.422 4.390 -0.021
O -6.233 -3.625 0.382
O 11.628 0.895 3.658
H -9.351 -2.883 0.673
O 10.621 0.993 1.672
O 0.111 1.155 -0.128
O 3.279 3.197 -3.979
C -6.912 -4.744 0.045
C 3.398 3.571 -0.430
H -12.656 -5.487 4.354
N 2.070 3.688 -0.259
H 1.463 3.446 -1.040
H 6.502 1.590 0.591
C -3.829 -0.135 -1.944
H -1.858 0.186 -1.066
C 2.108 3.171 -4.181
C 0.082 2.552 -4.957
C -2.891 0.032 -0.771
O -8.229 -4.592 0.252
H 8.287 0.236 -3.586
C 10.235 0.705 3.915
H -0.882 3.592 -3.291
H -10.172 -7.024 5.292
O -3.405 1.206 -0.125
H -0.188 1.604 -4.491
C -3.868 -3.277 -4.071
O -6.399 -5.731 -0.390
H -0.465 2.661 -5.888
C 0.003 4.122 0.941
C 8.663 -0.375 -2.764
O -11.086 -4.375 5.093
H -6.473 -4.302 -4.026
C 2.310 4.395 1.975
H -11.180 -7.350 3.868
H -12.184 -5.880 6.019
O 1.498 2.555 -5.201
H 9.755 -0.747 2.361
H -0.299 4.875 1.656
O -3.169 -2.349 -4.332
C 11.788 1.186 2.346
H -0.241 4.674 -4.545
C 9.704 0.327 2.547
H -2.942 -0.805 -0.073
H 5.818 2.178 2.078
O 1.198 3.777 -3.368
H -7.304 -1.989 -0.277
*
```

Atomic partial charges in e from the Mulliken method, atoms 1 to 6: 0.25 0.48 -0.09 0.51 0.51 0.32

=====

Number 1: E_HOMO -13.211 eV. Number 2: E_HOMO -8.120 eV. Number 3: E_HOMO -12.224 eV.